{
  "formula": "C34H83Cl4N5",
  "method": "ωB97M-V with the def2-TZVPD basis set",
  "symbols": ["Cl", "C", "C", "Cl", "H", "H", "H", "H", "Cl", "C", "C", "Cl", "H", "H", "H", "H", "C", "C", "N", "C", "C", "C", "C", "H", "H", "H", "H", "H", "H", "H", "H", "H", "H", "H", "H", "H", "H", "H", "C", "C", "N", "C", "C", "C", "C", "H", "H", "H", "H", "H", "H", "H", "H", "H", "H", "H", "H", "H", "H", "H", "C", "C", "N", "C", "C", "C", "C", "H", "H", "H", "H", "H", "H", "H", "H", "H", "H", "H", "H", "H", "H", "H", "C", "C", "N", "C", "C", "C", "C", "H", "H", "H", "H", "H", "H", "H", "H", "H", "H", "H", "H", "H", "H", "H", "C", "C", "N", "C", "C", "C", "C", "H", "H", "H", "H", "H", "H", "H", "H", "H", "H", "H", "H", "H", "H", "H"],
  "coordinates": [[0.26010, 4.90187, 1.46538], [0.11710, 5.08287, -0.25462], [-1.26790, 5.68687, -0.53262], [-1.53290, 6.15287, -2.25262], [0.16010, 4.13887, -0.77962], [0.86210, 5.83387, -0.42862], [-1.53890, 6.57387, 0.02338], [-2.01990, 5.12287, -0.40162], [-0.93790, -2.17413, 5.90738], [0.73710, -2.33113, 6.46338], [1.54410, -1.12113, 5.97838], [3.26110, -1.45913, 6.15238], [1.17210, -3.33413, 6.16338], [0.74810, -2.17713, 7.58138], [1.58410, -0.38813, 6.65538], [1.28710, -0.82413, 4.93238], [-0.17790, -3.68313, -0.64062], [1.26010, -3.56913, -1.00462], [1.60210, -4.24713, -2.34362], [2.58710, -3.66313, -3.14362], [3.71910, -3.21513, -2.50562], [1.85110, -5.73913, -2.19962], [1.45410, -6.51613, -3.40762], [-0.57790, -3.20813, -1.40962], [-0.33190, -2.96313, 0.29238], [-0.59390, -4.72913, -0.55962], [1.83410, -3.87113, -0.13162], [1.41810, -2.46513, -1.08162], [2.16110, -2.79013, -3.48462], [2.50210, -3.99313, -4.06562], [3.66810, -2.92813, -1.37062], [4.07110, -2.39613, -3.17462], [4.47610, -4.02113, -2.47962], [1.07210, -5.82613, -1.38662], [3.07110, -5.83113, -1.95962], [0.34510, -6.34613, -3.63962], [1.25710, -7.46413, -3.02062], [2.25410, -6.41913, -3.98762], [-7.60890, -0.12213, 6.80738], [-6.27690, -0.19213, 5.93538], [-6.43490, -0.85313, 4.63138], [-5.58590, -0.45413, 3.62338], [-4.30490, -0.08413, 3.79138], [-6.41590, -2.32913, 4.62238], [-7.22790, -3.04613, 3.42038], [-8.29690, 0.08287, 6.10438], [-7.53790, 0.52887, 7.73938], [-7.82090, -0.93413, 7.43338], [-5.52390, -0.46013, 6.61338], [-6.19990, 0.97087, 5.70838], [-6.12090, 0.63187, 3.42138], [-5.79090, -0.79713, 2.47738], [-3.62890, 0.17087, 4.55538], [-3.92990, 0.67987, 3.18638], [-3.69190, -0.97313, 3.60438], [-6.79890, -2.79113, 5.58838], [-5.50190, -2.93913, 4.74938], [-6.60990, -3.06513, 2.33538], [-7.98890, -2.45313, 3.52638], [-7.61290, -3.80613, 3.79638], [3.95610, 4.43587, 3.58738], [3.92410, 3.64587, 2.18638], [5.14910, 2.85987, 1.90538], [5.67810, 1.72387, 2.70438], [4.71110, 0.96887, 3.39938], [5.13710, 2.35587, 0.53538], [6.55210, 2.46387, -0.08262], [4.10610, 4.00487, 4.58438], [3.27910, 5.12987, 3.73338], [4.56210, 5.31087, 3.53038], [3.62510, 4.06687, 1.29838], [2.98110, 3.05287, 2.38438], [6.06410, 2.21287, 3.57738], [6.35910, 1.09287, 2.49938], [3.78510, 1.34987, 3.82138], [5.06110, 0.37587, 4.31438], [4.51610, 0.25287, 2.58138], [4.44310, 2.92487, -0.09862], [4.94110, 1.39387, 0.41138], [7.02010, 1.62287, 0.30238], [7.01910, 3.40387, -0.03462], [6.65910, 2.04287, -1.09362], [-2.83790, 1.35187, 0.38738], [-1.64690, 1.09587, 1.19538], [-0.41390, 1.25087, 0.38438], [0.78010, 1.27387, 1.20538], [0.86710, 0.28787, 2.10738], [-0.24790, 0.28087, -0.69962], [0.85310, 0.50787, -1.84562], [-3.02990, 0.55187, -0.26262], [-2.78990, 2.30887, -0.21062], [-3.89890, 1.28387, 0.73838], [-1.85290, 0.16687, 1.63038], [-1.71090, 1.74787, 2.04538], [0.68110, 2.11587, 1.62038], [1.81510, 1.67587, 0.63238], [0.20410, -0.02713, 2.66138], [1.39410, 0.56387, 2.98138], [1.69610, -0.41913, 1.92138], [-0.98690, 0.37387, -1.37662], [-0.13390, -0.75613, -0.35262], [0.71710, -0.08913, -2.64762], [1.76610, 0.30487, -1.43362], [0.81010, 1.52587, -2.38762], [1.58010, 0.47487, -5.48762], [0.96510, 0.13087, -6.87462], [-0.26090, 0.90687, -7.18562], [-0.59090, 1.27987, -8.50362], [-0.24590, 0.53487, -9.59562], [-1.37890, 0.33487, -6.44462], [-2.53490, 1.35587, -6.03262], [0.48810, 0.41687, -4.95362], [2.10810, 1.37187, -5.53362], [2.38010, -0.22113, -5.30662], [0.65910, -0.94713, -7.00462], [1.79710, 0.01587, -7.47862], [0.06210, 1.94587, -8.36662], [-1.29290, 2.02087, -8.46162], [0.41910, -0.24013, -9.87662], [0.12210, 1.23387, -10.38462], [-1.04490, 0.09287, -9.94562], [-1.12190, -0.20013, -5.52462], [-1.81490, -0.49713, -7.04462], [-3.16490, 0.69187, -5.47162], [-3.19890, 1.49187, -6.94262], [-1.94290, 2.17087, -5.56162]],
  "atomic_forces_ev_per_a": [[-0.018, -0.673, 1.496], [-1.732, 1.162, -0.518], [4.390, 4.267, -1.351], [0.505, 0.015, -0.202], [0.634, -0.160, 0.004], [0.482, -0.097, -1.056], [0.743, 0.361, 0.311], [-4.995, -4.973, 1.354], [-0.186, -0.119, -0.060], [0.869, 0.183, 1.204], [-0.105, -2.808, -2.978], [1.400, -0.807, -0.516], [-0.599, 1.377, 0.309], [-0.218, -0.924, -1.093], [-1.529, 3.253, 2.127], [0.355, -0.135, 0.973], [0.630, -0.951, 4.024], [1.411, 0.158, -1.193], [-1.761, -2.051, 2.189], [-4.601, 1.929, 2.483], [6.442, 0.758, 2.539], [0.297, 3.355, 2.376], [-4.480, 0.571, 3.268], [-2.883, 1.873, -3.365], [-0.002, -2.007, -1.553], [0.444, 1.217, 0.320], [0.816, -0.442, -0.166], [0.277, -0.788, -0.364], [-1.784, 2.970, -0.348], [1.186, -3.252, -4.422], [-0.457, -0.044, -2.393], [0.686, -0.269, 1.141], [0.349, 0.483, -0.005], [1.616, -1.405, -0.147], [-3.256, -0.491, -0.013], [1.864, 0.920, -0.780], [0.839, -2.348, 0.235], [2.347, -0.136, -3.805], [3.762, 0.123, 2.110], [-2.660, 3.500, -0.252], [-0.801, -4.313, 2.109], [-7.810, 5.856, -4.918], [8.437, -1.586, -0.045], [-0.650, -3.151, 1.527], [8.878, 5.746, -3.279], [-3.143, 0.975, -1.655], [0.191, 0.631, -1.898], [-0.488, -2.435, -0.179], [1.812, -0.720, 0.317], [0.535, -2.362, 0.112], [0.956, -1.541, -0.074], [0.287, -0.297, 3.117], [-0.932, 0.683, 3.173], [0.026, 0.945, -2.089], [0.572, -0.326, -0.962], [-0.784, 1.157, -0.887], [1.096, 1.292, -0.673], [-2.144, -0.123, 3.202], [-4.714, 3.929, -1.337], [-2.375, -7.986, 2.589], [3.495, -1.473, -2.070], [-0.478, -3.060, 5.460], [0.302, -1.051, -2.191], [-3.736, 8.924, 5.364], [-3.210, -5.135, 1.208], [1.626, 5.331, -1.451], [-1.699, -1.178, -1.349], [0.202, -0.828, -0.809], [-5.659, 2.249, 0.285], [2.677, 0.088, -0.215], [-0.011, 2.229, -1.652], [0.788, -0.539, -0.321], [1.568, 1.103, 0.345], [5.175, -3.622, -3.519], [-0.081, 0.817, -0.629], [0.258, 0.606, -1.485], [-1.462, -0.842, 0.921], [-0.049, -0.065, 0.257], [-1.646, -4.507, -0.038], [2.043, -0.869, 1.960], [0.736, 0.958, 0.455], [-0.934, 0.843, -0.540], [-2.716, 1.882, -2.004], [0.282, 0.883, -0.364], [0.363, -0.428, -1.460], [1.400, 2.074, -7.464], [10.166, -3.134, 0.246], [2.177, 0.086, -0.359], [-1.652, 3.902, 2.365], [0.631, -1.149, -1.858], [0.079, -0.993, 0.529], [1.049, 0.671, 1.361], [0.530, -2.177, 0.659], [0.945, 0.882, 0.408], [-1.000, 6.683, 3.982], [-2.536, -2.061, 0.741], [-8.081, -3.904, 3.939], [1.377, 1.906, 1.286], [-1.117, -1.069, -0.698], [-3.787, -0.233, -1.315], [-0.150, 0.056, 0.022], [-0.855, -2.681, -2.215], [2.825, -0.083, 0.687], [0.133, -1.054, 1.510], [-4.597, -1.871, -0.840], [-1.419, -1.392, 0.654], [-0.372, -2.123, 4.739], [0.346, -1.044, 4.101], [2.485, 0.026, -5.646], [-1.404, -0.537, -0.327], [1.531, -1.873, -2.319], [3.674, 0.484, 0.338], [-0.011, 2.114, 0.142], [-0.319, -1.004, 0.860], [0.056, 0.333, 1.139], [1.338, 1.370, -2.620], [6.028, 6.107, -1.225], [-3.475, 0.720, -0.600], [1.742, -0.995, 1.930], [-0.760, -0.123, 0.144], [-4.620, -2.143, -2.564], [0.553, 0.369, -0.037], [-0.132, 0.271, 0.031], [-0.323, 0.400, 1.324], [1.140, 1.002, 0.951], [-1.452, -0.101, -0.194]],
  "e_above_lowest_kcal_mol": 163.5,
  "spin_multiplicity": 1,
  "charge": 0,
  "smiles": "CCN(CC)CC.CCN(CC)CC.CCN(CC)CC.CCN(CC)CC.CCN(CC)CC.ClCCCl.ClCCCl",
  "e_homo_ev": -7.895,
  "e_tot_ha": -3458.76200,
  "lumo_ev": 0.514,
  "fmax_ev_per_a": 11.1,
  "gap_ha": 0.3091
}